(1)
Molecular formula: C21H24LaN2OP2
Method: DFT, ωB97M-V/def2-TZVPD

Results
Gap between HOMO and LUMO (alpha / beta) ... 6.1857 / 6.1867 eV
Energy relative to the best compared isomer or geometry (same formula, charge and spin) ... 2.5439 eV
HOMO energy (alpha / beta) ... -0.405 / -0.405 Eh
Total charge ... +1

Geometry as XYZ:
```
51
Properties=species:S:1:pos:R:3:mulliken_charge:R:1
C -1.477 3.438 -1.612 -0.5107
C -1.292 2.110 -1.271 -0.0042
C 0.007 1.566 -1.390 0.3643
C 1.083 2.350 -1.883 1.1784
C 0.834 3.703 -2.219 -0.7409
C -0.426 4.226 -2.079 -0.9659
C 2.332 1.718 -1.958 -1.0568
C 2.496 0.330 -1.847 1.3050
C 1.390 -0.411 -1.346 0.5291
C 1.453 -1.815 -1.171 -0.1715
C 2.669 -2.431 -1.414 -0.4288
C 3.771 -1.725 -1.897 -1.0556
C 3.691 -0.375 -2.118 -0.7302
H -2.480 3.844 -1.590 0.4732
H 1.694 4.256 -2.614 0.4507
H -0.595 5.270 -2.326 0.4048
H 3.173 2.315 -2.270 0.4877
H 2.714 -3.511 -1.318 0.4779
H 4.701 -2.255 -2.088 0.4117
H 4.507 0.206 -2.538 0.4555
N 0.266 0.283 -0.942 -0.6708
La 0.478 0.503 1.278 1.0551
C -2.483 1.298 -0.802 -1.1409
H -2.525 0.313 -1.281 0.3475
H -3.441 1.803 -0.983 0.5939
C 0.261 -2.629 -0.698 -1.1649
H -0.663 -2.343 -1.222 0.3635
H 0.415 -3.713 -0.801 0.6273
P -2.354 1.021 1.018 0.7409
P 0.039 -2.340 1.127 0.9063
C 1.412 -3.352 1.814 -1.4205
H 1.315 -3.323 2.910 0.3484
H 1.307 -4.380 1.434 0.4426
H 2.395 -2.936 1.538 0.3236
C -1.482 -3.271 1.437 -1.1814
H -1.321 -4.336 1.219 0.4402
H -1.750 -3.110 2.489 0.4162
H -2.281 -2.854 0.801 0.2828
C -2.516 2.728 1.630 -1.2974
H -3.468 3.193 1.307 0.3993
H -2.469 2.682 2.735 0.3689
H -1.676 3.358 1.277 0.3656
C -3.847 0.164 1.464 -1.1479
H -3.787 -0.093 2.532 0.3973
H -4.727 0.788 1.255 0.4379
H -3.888 -0.771 0.883 0.3146
C 2.733 -0.307 2.485 0.1997
O 3.762 -0.672 2.876 -0.3003
H 2.473 1.028 1.102 -0.2227
N -1.522 -1.046 3.952 -0.6140
C -0.899 -0.493 3.112 -0.0843
```

=====

(2)
Molecular formula: C21H24MnN2O2P2
Method: DFT, ωB97M-V/def2-TZVPD

Results
Gap between HOMO and LUMO (alpha / beta) ... 6.7292 / 6.3183 eV
Energy relative to the best compared isomer or geometry (same formula, charge and spin) ... 0.0000 eV
Spin multiplicity ... 4
HOMO energy (alpha / beta) ... -0.537 / -0.537 Eh
Total charge ... +2

Geometry as XYZ:
```
52
Properties=species:S:1:pos:R:3:lowdin_spin:R:1
C -1.494 3.372 -1.831 0.0008
C -1.295 2.054 -1.415 -0.0005
C -0.018 1.447 -1.528 0.0014
C 1.045 2.231 -2.067 -0.0003
C 0.814 3.577 -2.467 0.0004
C -0.434 4.138 -2.332 -0.0003
C 2.301 1.640 -2.118 0.0077
C 2.465 0.265 -1.973 0.0011
C 1.348 -0.490 -1.494 0.0123
C 1.459 -1.901 -1.368 0.0020
C 2.689 -2.505 -1.600 -0.0011
C 3.799 -1.764 -2.033 -0.0004
C 3.689 -0.405 -2.246 -0.0012
H -2.486 3.809 -1.722 0.0001
H 1.656 4.133 -2.880 0.0000
H -0.609 5.175 -2.608 0.0000
H 3.147 2.231 -2.460 0.0002
H 2.783 -3.580 -1.433 -0.0001
H 4.746 -2.272 -2.207 0.0000
H 4.520 0.191 -2.628 0.0000
N 0.277 0.210 -0.976 0.0038
Mn 0.035 -0.196 1.118 2.6458
C -2.390 1.295 -0.713 0.0079
H -2.540 0.291 -1.151 0.0002
H -3.345 1.837 -0.718 0.0017
C 0.266 -2.690 -0.873 0.0005
H -0.656 -2.366 -1.379 0.0001
H 0.413 -3.767 -1.014 -0.0009
P -1.834 1.089 1.029 0.0429
P -0.003 -2.354 0.950 0.0089
C 1.319 -3.350 1.727 -0.0020
H 1.181 -3.308 2.812 0.0000
H 1.266 -4.392 1.394 -0.0016
H 2.303 -2.941 1.487 -0.0002
C -1.497 -3.334 1.322 0.0132
H -1.310 -4.394 1.117 0.0010
H -1.738 -3.205 2.381 -0.0001
H -2.342 -2.988 0.719 -0.0001
C -2.061 2.707 1.839 -0.0026
H -3.042 3.125 1.591 -0.0005
H -1.965 2.548 2.919 0.0001
H -1.275 3.393 1.507 -0.0006
C -3.213 0.060 1.674 0.0268
H -3.081 -0.069 2.756 0.0005
H -4.161 0.580 1.475 0.0045
H -3.222 -0.927 1.188 0.0009
C 1.746 0.163 1.439 0.0212
O 2.893 0.371 1.305 0.0216
H -0.177 1.561 1.003 -0.0181
O -0.842 0.012 5.335 0.0875
C -0.652 -0.098 4.163 0.0496
N -0.476 -0.211 2.984 0.0661
```